C3H6FN3 | ωB97M-V/def2-TZVPD

Computed properties:
Gap between HOMO and LUMO = 0.3189 Eh
SMILES = N/C=C(F)\C=N/N
Electronic energy = -10392.004 eV
E_HOMO = -8.1 eV

```
! RIJCOSX wB97M-V def2-TZVPD def2/J DEFGRID3
* xyz 0 1
N -1.1099 -1.5937 -0.1095
C -1.1014 -0.4164 0.6696
C -0.4353 0.7088 0.3536
F -1.1323 1.8748 0.5078
C 0.6088 0.8781 -0.6743
N 1.5776 -0.0111 -0.9157
N 1.6822 -1.0757 -0.0323
H 0.0290 -1.9271 -0.0309
H -1.9920 -2.2269 0.3841
H -2.1665 -0.1214 1.1212
H 0.5812 1.7765 -1.2515
H 2.4609 -1.6454 -0.5282
H 1.7958 -0.9879 1.0444
*
```


C3H6FN3 | ωB97M-V/def2-TZVPD

Computed properties:
Gap between HOMO and LUMO = 0.3305 Eh
SMILES = [H]/N=C(/NN)C(=C)F
Electronic energy = -10391.345 eV
E_HOMO = -9.5 eV

```
! RIJCOSX wB97M-V def2-TZVPD def2/J DEFGRID3
* xyz 0 1
H 1.9085 -1.9202 0.8694
N 0.8302 -1.8709 1.0405
C 0.3559 -0.9159 0.1923
N -1.1505 -0.3847 0.2692
N -1.3361 0.7587 1.1373
C 0.9422 0.0228 -0.6265
C 0.1300 0.7170 -1.5299
F 2.3874 0.3551 -0.7653
H -1.6053 -1.1751 0.7154
H -1.4896 1.5761 0.5761
H -0.7262 1.1902 2.0083
H -0.8340 0.1874 -1.6948
H 0.5875 1.4596 -2.1920
*
```


C3H6FNS | ωB97M-V/def2-TZVPD

Computed properties:
Gap between HOMO and LUMO = 0.3555 Eh
SMILES = CS/N=C\CF
Electronic energy = -18249.754 eV
E_HOMO = -8.8 eV

```
! RIJCOSX wB97M-V def2-TZVPD def2/J DEFGRID3
* xyz 0 1
C 2.2012 -1.1079 0.6920
S 0.6905 -0.1604 0.9990
N 0.2280 -0.1170 -0.6251
C -0.8683 0.3883 -0.9915
C -1.9164 0.9772 -0.0897
F -2.9274 1.4894 -0.9198
H 2.3199 -1.2451 -0.3576
H 3.0325 -0.5965 1.2526
H 2.0656 -2.0345 1.0707
H -1.1216 0.3593 -2.0357
H -1.3735 1.8034 0.3856
H -2.3306 0.2437 0.6194
*
```


C3H6FNS | ωB97M-V/def2-TZVPD

Computed properties:
Gap between HOMO and LUMO (alpha / beta) = 0.2099 / 0.2678 Eh
Electronic energy = -18244.627 eV
E_HOMO (alpha / beta) = -4.9 / -9.4 eV

```
! RIJCOSX wB97M-V def2-TZVPD def2/J DEFGRID3
* xyz 0 3
C 0.1965 0.0810 1.0238
C 0.2471 0.0598 -1.1109
C 1.3193 -0.0217 -0.0218
N -0.8266 0.2936 -0.1086
F 2.1485 -1.0617 -0.0951
S -2.3388 -0.6051 -0.0705
H 0.0954 -0.8930 1.5251
H 0.0551 1.0561 1.7044
H 0.2329 0.7750 -1.9119
H 0.0349 -0.9254 -1.7754
H 1.8681 0.8193 0.1452
H -3.0324 0.4220 0.6958
*
```